ORCA calculation (ωB97M-V with the def2-TZVPD basis set) on a structure of composition C12H8F6MnN2O4S3.

Last column: natural (NBO) charge in e.
Element x y z (Å)
Mn 0.503 1.017 1.483  1.329
C 2.642 2.095 -0.426  -0.660
C 3.133 0.931 0.370  0.427
C 4.404 0.344 0.123  -0.316
C 4.697 -0.869 0.649  -0.020
C 3.767 -1.554 1.505  -0.124
C 3.889 -2.906 1.655  -0.080
C 2.970 -3.973 1.980  -0.147
C 1.632 -3.955 1.830  -0.218
C 0.937 -2.713 1.580  -0.615
S 0.119 -2.242 0.239  1.395
C 2.784 -0.611 2.159  -0.140
N 2.294 0.449 1.274  -0.627
H 3.348 2.925 -0.375  0.294
H 1.672 2.459 -0.066  0.187
H 2.539 1.824 -1.479  0.285
H 5.082 0.823 -0.570  0.272
H 5.596 -1.389 0.338  0.264
H 4.851 -3.286 1.320  0.258
H 3.429 -4.937 2.158  0.271
H 1.074 -4.885 1.869  0.286
F -1.746 2.392 4.636  -0.238
C -0.740 1.663 4.285  0.789
F -0.073 1.218 5.309  -0.255
F 0.104 2.388 3.472  -0.335
S -1.236 0.274 3.117  2.233
O -1.360 1.038 1.872  -0.901
O -2.259 -0.590 3.534  -0.773
N 0.247 -0.375 3.004  -1.283
S 1.292 -1.518 2.886  2.071
O -0.112 -0.787 0.348  -0.938
O 1.630 -2.207 4.073  -0.792
C 3.478 0.095 3.399  0.971
F 4.550 0.763 2.992  -0.289
F 2.628 0.996 3.934  -0.312
F 3.842 -0.756 4.333  -0.270

Cartesian forces, eV/Å:
0.6 -0.3 -0.3
0.1 -0.2 0.0
-0.7 -0.1 0.4
0.5 -0.3 -0.1
0.1 0.5 -0.4
-0.4 -0.7 0.5
0.3 0.7 -0.3
-0.4 -0.3 0.0
0.3 -0.6 -0.1
-0.3 0.6 -0.6
0.8 -0.1 1.0
-0.2 0.2 0.1
2.0 -0.2 -0.4
0.0 0.0 0.0
0.0 0.1 -0.1
0.0 0.0 0.0
0.0 0.0 0.0
0.0 0.0 0.1
-0.1 0.0 -0.1
0.0 0.0 0.1
-0.1 0.1 0.1
-0.2 0.0 -0.1
0.3 -0.1 -0.2
0.0 -0.1 0.1
-0.1 0.1 0.6
-0.3 -0.7 1.1
-1.6 0.2 -0.2
-0.1 0.1 0.2
0.2 0.8 -0.7
0.2 0.6 0.0
-0.5 0.1 -0.8
-0.1 -0.2 0.2
-0.1 0.4 0.4
-0.1 0.0 -0.2
0.0 -0.3 -0.2
0.0 -0.2 -0.1

Summary:
Molar mass = 509.33 Da
Kohn-Sham gap (alpha / beta) = 6.9 / 6.9 eV
HOMO level (alpha / beta) = -16.1 / -16.1 eV
DFT total energy = -3816.5013 Eh
Charge = +2
Multiplicity = 4

=====

ORCA calculation (ωB97M-V with the def2-TZVPD basis set) on a structure of composition C30H27N5O2STi.

Last column: natural (NBO) charge in e.
Element x y z (Å)
Ti 1.381 -0.041 0.083  1.325
C 2.347 -1.987 -3.459  -0.668
C 1.728 -0.886 -2.651  0.465
O 2.352 -0.565 -1.582  -0.711
C 0.596 -0.232 -3.100  -0.466
C 0.066 0.927 -2.431  0.317
C -0.981 1.779 -3.084  -0.665
N 0.536 1.249 -1.277  -0.357
N 0.194 2.488 -0.738  -0.409
C 0.731 2.579 0.426  0.531
O 1.439 1.633 0.968  -0.714
C 0.606 3.865 1.173  0.007
C -0.102 4.936 0.655  -0.200
C -0.196 6.125 1.367  -0.220
C 0.414 6.250 2.608  -0.243
C 1.114 5.175 3.130  -0.228
C 1.211 3.986 2.408  -0.212
H 2.539 -2.848 -2.815  0.222
H 3.308 -1.650 -3.856  0.211
H 1.702 -2.288 -4.287  0.198
H 0.138 -0.547 -4.028  0.194
H -0.587 2.778 -3.282  0.224
H -1.825 1.900 -2.403  0.249
H -1.315 1.325 -4.018  0.196
H -0.579 4.813 -0.310  0.237
H -0.749 6.960 0.952  0.193
H 0.340 7.178 3.162  0.191
H 1.588 5.257 4.099  0.197
H 1.758 3.134 2.793  0.244
N -0.236 -0.685 0.442  -0.718
C -1.619 -0.667 0.495  -0.043
C -2.372 -1.838 0.129  -0.042
C -3.666 -2.162 0.637  -0.225
C -4.287 -3.367 0.348  -0.240
C -3.673 -4.335 -0.457  -0.357
C -2.418 -4.034 -0.991  -0.210
C -1.787 -2.830 -0.717  -0.260
C -2.275 0.550 0.929  -0.045
C -1.638 1.415 1.854  -0.194
C -2.180 2.644 2.200  -0.238
C -3.385 3.081 1.647  -0.315
C -4.044 2.237 0.745  -0.231
C -3.507 1.007 0.393  -0.265
H -4.162 -1.449 1.286  0.195
H -5.270 -3.570 0.765  0.178
H -4.157 -5.285 -0.658  0.178
H -1.931 -4.754 -1.644  0.178
H -0.825 -2.590 -1.158  0.209
H -0.699 1.088 2.286  0.219
H -1.653 3.284 2.905  0.193
H -3.788 4.058 1.892  0.181
H -4.980 2.556 0.295  0.180
H -4.021 0.381 -0.329  0.203
C 5.302 -5.000 0.540  -0.641
C 4.193 -3.983 0.542  0.253
C 2.961 -4.269 -0.047  -0.394
C 2.015 -3.262 -0.019  0.124
N 2.239 -2.101 0.551  -0.510
C 3.458 -1.890 1.106  0.273
S 3.654 -0.336 1.790  -0.285
N 4.455 -2.824 1.114  -0.513
H 4.913 -6.007 0.704  0.200
H 6.023 -4.752 1.318  0.224
H 5.821 -4.992 -0.423  0.211
H 2.752 -5.227 -0.505  0.201
H 1.032 -3.384 -0.471  0.213

Cartesian forces, eV/Å:
-1.4 -2.8 1.7
0.0 -0.2 -0.2
-0.5 0.5 -0.5
0.4 -0.4 -0.3
0.0 0.0 0.1
0.1 -0.1 -0.5
0.0 0.0 -0.1
-0.2 0.7 0.2
-0.4 0.0 -0.8
0.2 0.3 0.4
0.0 1.6 0.6
0.0 -0.5 -0.2
-0.2 0.5 -0.1
0.0 -0.1 -0.2
0.0 0.0 0.0
0.1 -0.3 -0.1
0.2 0.2 0.5
0.0 0.0 0.0
0.0 0.0 0.0
0.1 0.0 0.0
0.0 0.0 0.0
0.0 0.0 0.0
0.0 0.0 0.0
0.0 0.0 0.0
0.0 0.0 0.0
0.0 0.0 0.0
0.0 0.0 0.0
0.0 0.0 0.0
0.0 0.0 0.0
0.7 0.9 -0.6
0.1 -0.2 -0.1
0.4 0.0 -0.1
0.0 0.0 -0.2
0.2 0.1 -0.1
-0.1 0.1 0.0
0.1 0.2 0.1
-0.1 -0.1 0.1
0.1 0.1 0.1
-0.2 0.2 0.1
0.0 -0.2 0.0
-0.1 -0.1 -0.1
0.2 0.0 0.1
0.0 0.0 0.2
0.0 0.0 0.0
0.0 0.0 0.0
0.0 0.0 0.0
0.0 0.0 0.0
-0.1 -0.1 0.0
0.0 0.0 0.0
0.0 -0.1 -0.1
0.0 0.0 0.0
0.0 0.0 0.0
0.0 0.0 0.0
0.1 0.0 0.0
-0.1 -0.1 0.0
0.0 -0.1 0.0
-0.5 -0.4 -0.2
0.9 0.1 0.0
0.4 0.0 0.3
0.0 -0.2 -0.2
-0.4 0.4 0.0
0.0 0.0 0.0
0.0 0.0 0.0
0.0 0.0 0.0
0.0 0.0 0.0
0.1 0.0 0.1

Summary:
Molar mass = 569.51 Da
Relative energy (zero: lowest compared OMol25 entry of this formula, charge and spin) = 0.546 eV
Kohn-Sham gap (alpha / beta) = 3.4 / 3.5 eV
HOMO level (alpha / beta) = 1.2 / 1.1 eV
DFT total energy = -2831.4469 Eh
Charge = -2

=====

ORCA calculation (ωB97M-V with the def2-TZVPD basis set) on a structure of composition C36H43Cl2CrN4O3P.

Last column: natural (NBO) charge in e.
Element x y z (Å)
Cr 0.216 -1.304 2.085  1.428
Cl -0.754 3.747 6.455  0.054
C -1.035 2.433 5.393  -0.077
C 0.026 1.613 5.039  -0.231
C -0.181 0.579 4.137  0.096
N 0.767 -0.264 3.580  -0.648
C 2.098 -0.152 3.861  0.645
O 2.637 0.619 4.630  -0.548
C 2.881 -1.127 3.036  0.127
C 4.242 -1.293 3.255  -0.189
C 4.930 -2.238 2.511  -0.116
C 4.215 -2.966 1.568  -0.246
C 2.864 -2.712 1.390  0.123
N 2.186 -1.811 2.106  -0.528
C -1.480 0.356 3.603  0.201
C -2.540 1.170 3.987  -0.274
C -2.315 2.209 4.874  -0.050
Cl -3.619 3.230 5.321  0.053
N -1.493 -0.665 2.686  -0.680
C -2.618 -1.126 2.080  0.627
O -3.737 -0.644 2.086  -0.573
C -2.293 -2.396 1.364  0.140
C -3.290 -3.144 0.753  -0.199
C -2.955 -4.355 0.172  -0.119
C -1.636 -4.787 0.276  -0.232
C -0.705 -3.984 0.914  0.077
N -1.006 -2.789 1.426  -0.494
H 1.005 1.795 5.449  0.273
H 4.718 -0.675 4.001  0.266
H 5.985 -2.404 2.665  0.243
H 4.703 -3.717 0.966  0.243
H 2.300 -3.244 0.635  0.197
H -3.521 1.001 3.575  0.271
H -4.295 -2.750 0.760  0.266
H -3.699 -4.958 -0.328  0.243
H -1.331 -5.731 -0.143  0.243
H 0.320 -4.314 1.025  0.203
O 0.338 -0.814 -0.039  -1.150
P -0.152 0.233 -1.019  2.010
C -0.930 1.642 -0.076  -0.560
C -1.332 2.886 -0.884  -0.404
C -0.315 4.016 -0.729  -0.407
C -0.236 4.500 0.727  -0.391
C -0.519 3.358 1.712  -0.409
C -0.057 2.032 1.119  -0.404
C -1.543 -0.507 -2.019  -0.569
C -1.264 -1.945 -2.454  -0.401
C -2.520 -2.585 -3.056  -0.399
C -3.209 -1.654 -4.076  -0.408
C -2.348 -0.446 -4.439  -0.398
C -1.978 0.376 -3.200  -0.402
C 1.261 0.791 -2.094  -0.578
C 1.632 -0.328 -3.081  -0.397
C 3.079 -0.200 -3.580  -0.402
C 3.477 1.268 -3.637  -0.404
C 3.537 1.840 -2.218  -0.397
C 2.507 1.168 -1.296  -0.399
H -1.841 1.173 0.324  0.245
H -2.300 3.237 -0.517  0.222
H -1.454 2.648 -1.940  0.214
H -0.601 4.850 -1.372  0.226
H 0.664 3.673 -1.070  0.186
H -0.953 5.304 0.894  0.215
H 0.760 4.908 0.913  0.209
H -1.584 3.300 1.939  0.207
H 0.000 3.541 2.653  0.228
H -0.110 1.243 1.863  0.210
H 0.991 2.135 0.840  0.200
H -2.357 -0.565 -1.284  0.238
H -0.921 -2.516 -1.587  0.217
H -0.481 -1.975 -3.208  0.209
H -3.227 -2.847 -2.267  0.197
H -2.219 -3.519 -3.535  0.214
H -4.154 -1.296 -3.665  0.203
H -3.440 -2.203 -4.990  0.222
H -2.892 0.193 -5.141  0.227
H -1.441 -0.778 -4.945  0.195
H -2.837 0.978 -2.901  0.220
H -1.175 1.061 -3.484  0.204
H 0.904 1.677 -2.626  0.241
H 0.957 -0.295 -3.937  0.211
H 1.513 -1.291 -2.580  0.209
H 3.166 -0.657 -4.566  0.224
H 3.761 -0.732 -2.917  0.196
H 2.738 1.810 -4.229  0.196
H 4.438 1.389 -4.134  0.226
H 3.352 2.915 -2.260  0.211
H 4.532 1.698 -1.796  0.214
H 2.278 1.853 -0.481  0.216
H 2.919 0.259 -0.851  0.204

Cartesian forces, eV/Å:
-0.1 0.5 -1.5
0.2 0.2 0.2
-0.4 -0.3 -0.2
0.0 0.0 0.0
-1.3 0.6 0.2
0.4 -0.1 0.0
0.2 0.3 0.3
0.0 -0.4 -0.3
0.5 -0.1 0.1
-0.3 0.0 -0.1
-0.4 0.0 -0.1
0.0 0.1 0.0
0.0 -0.2 -0.3
1.2 -0.3 0.3
0.6 1.1 1.0
0.0 -0.2 -0.2
0.5 0.0 0.2
-0.2 0.1 0.0
-0.6 -0.4 -0.4
-0.1 0.5 0.0
0.2 -0.3 -0.1
-0.4 -0.4 -0.3
0.3 0.2 0.1
0.4 0.0 0.2
-0.2 0.1 0.0
0.1 -0.1 -0.1
-0.7 -0.8 -0.3
0.0 0.1 0.0
0.0 0.0 0.1
0.1 0.0 0.0
0.0 -0.1 -0.1
0.0 0.0 0.0
-0.1 0.1 0.0
0.0 0.0 0.0
0.0 0.0 0.0
0.1 -0.1 0.0
0.0 0.0 -0.1
0.4 -0.8 1.8
-0.8 1.0 -0.5
0.3 -0.6 -0.3
0.1 0.1 -0.3
-0.2 0.1 0.0
0.0 -0.1 0.0
0.1 0.0 0.0
0.0 0.0 0.2
0.6 0.2 0.4
-0.1 -0.2 0.1
0.1 0.1 0.0
0.1 0.0 -0.1
-0.2 0.0 0.1
0.0 0.1 -0.3
-0.7 -0.2 0.4
0.1 -0.1 -0.1
-0.1 0.2 -0.1
0.2 -0.1 0.1
-0.1 0.0 -0.1
0.0 0.3 0.2
0.1 0.0 -0.1
0.0 0.0 -0.1
-0.1 0.0 0.0
0.1 -0.1 -0.1
0.1 0.0 0.0
0.0 0.0 0.0
0.0 0.1 0.0
-0.1 0.0 0.0
-0.1 0.0 0.1
0.1 0.2 0.0
0.1 0.0 0.0
0.0 0.1 0.1
0.1 -0.1 -0.1
0.1 0.0 0.1
0.0 0.0 0.1
-0.1 0.0 0.0
-0.1 0.0 0.0
-0.1 0.0 0.1
0.1 -0.1 0.0
0.1 0.0 -0.1
0.1 0.1 0.0
-0.1 0.1 0.0
0.0 0.0 -0.1
-0.1 -0.1 0.0
0.0 -0.1 -0.1
0.0 -0.1 0.0
0.0 -0.1 0.0
0.0 0.1 -0.1
0.0 0.1 -0.1
0.0 0.0 0.1
0.0 0.0 0.0
0.0 -0.1 0.0
0.0 0.0 0.1

Summary:
Molar mass = 733.64 Da
Kohn-Sham gap (alpha / beta) = 6.1 / 6.8 eV
HOMO level (alpha / beta) = -10.2 / -10.2 eV
DFT total energy = -4148.5625 Eh
Charge = +1
Multiplicity = 4

=====

ORCA calculation (ωB97M-V with the def2-TZVPD basis set) on a cluster of 7 separate species, CH16NO6 in total.

Last column: natural (NBO) charge in e.
Element x y z (Å)
C -1.602 -1.240 1.253  -0.319
N -1.089 -0.167 0.598  -0.825
H -1.182 -1.362 2.241  0.158
H -2.258 -1.969 0.825  0.166
H -1.211 0.079 -0.368  0.385
H -0.483 0.523 1.037  0.405
H -0.668 3.414 4.818  0.466
H -1.322 2.130 4.834  0.474
O -0.555 2.543 4.414  -0.938
H 0.724 1.393 -6.543  0.470
H 0.996 2.874 -6.215  0.473
O 0.604 2.062 -5.899  -0.944
H -0.364 -4.578 -0.311  0.469
H -1.162 -3.701 -1.387  0.476
O -0.537 -3.706 -0.665  -0.944
H 0.867 1.117 -1.080  0.475
H 0.378 1.306 -2.567  0.481
O 0.148 1.397 -1.644  -0.954
H 1.563 -3.402 0.668  0.464
H 2.065 -2.198 -0.184  0.463
O 1.625 -2.449 0.625  -0.927
H 0.507 2.017 2.355  0.501
H 1.709 1.591 1.419  0.477
O 0.876 1.318 1.805  -0.953

Cartesian forces, eV/Å:
0.1 0.2 1.0
0.3 1.2 -1.0
-0.2 -0.4 0.0
0.0 0.0 -0.3
-0.4 -0.5 -0.1
-0.3 -0.9 0.2
0.6 0.2 -0.3
0.2 -0.7 -0.4
-0.7 0.4 0.6
0.3 -0.8 -1.1
0.1 0.1 -0.3
-0.4 0.7 1.4
-0.5 -0.3 -0.4
-0.2 -0.6 -0.1
0.5 0.7 0.2
0.3 -0.2 -0.2
0.4 -0.1 -0.1
-0.7 0.4 0.2
0.0 0.0 -0.4
0.0 -0.3 -0.3
0.2 0.5 0.8
0.3 0.2 0.1
0.1 0.3 0.2
0.1 -0.1 0.1

Summary:
Molar mass = 138.14 Da
Relative energy (zero: lowest compared OMol25 entry of this formula, charge and spin) = 0.000 eV
Kohn-Sham gap (alpha / beta) = 5.0 / 9.8 eV
HOMO level (alpha / beta) = -4.4 / -9.2 eV
DFT total energy = -553.7797 Eh
Multiplicity = 2

=====

ORCA calculation (ωB97M-V with the def2-TZVPD basis set) on a cluster of 2 separate species, C3H10NOS in total.

Last column: natural (NBO) charge in e.
Element x y z (Å)
C 0.546 0.962 -0.646  -0.652
C 0.652 0.757 1.014  -0.071
C -0.852 0.477 1.379  -0.568
S -1.819 -0.919 0.604  -0.700
N 1.324 -0.491 1.414  -0.889
H -0.672 0.920 -0.867  0.237
H 1.067 0.172 -1.071  0.211
H 0.598 1.967 -0.957  0.192
H 1.047 1.572 1.614  0.168
H -0.966 0.262 2.510  0.178
H -1.414 1.406 1.052  0.178
H 1.430 -0.592 2.438  0.333
H 0.439 -1.076 1.531  0.385
H -0.242 -1.115 -3.679  0.465
H -0.340 -2.451 -2.824  0.485
O -0.799 -1.852 -3.512  -0.950

Cartesian forces, eV/Å:
-4.4 0.4 3.7
-2.3 -1.3 -1.4
-1.4 1.5 1.0
0.8 0.2 0.2
-1.2 -1.9 0.8
3.1 -1.0 0.4
1.0 -1.0 -1.4
1.7 1.3 -0.5
0.0 0.5 -0.4
0.3 0.9 -1.5
0.4 -0.7 0.9
0.9 1.4 -0.3
1.3 -0.4 -1.6
0.9 0.9 0.2
-1.1 1.9 -1.5
0.1 -2.7 1.4

Summary:
Molar mass = 108.19 Da
Relative energy (zero: lowest compared OMol25 entry of this formula, charge and spin) = 2.646 eV
Kohn-Sham gap = 6.3 eV
HOMO level = -2.5 eV
DFT total energy = -648.4343 Eh
Charge = -1

=====

ORCA calculation (ωB97M-V with the def2-TZVPD basis set) on a structure of composition C2HCdO3.

Last column: natural (NBO) charge in e.
Element x y z (Å)
O 0.191 -0.773 1.217  -0.500
O -0.660 2.378 0.939  -0.157
O 0.088 -0.470 -0.855  -0.983
C -0.406 1.339 0.520  0.714
C 0.274 0.117 0.277  0.530
Cd 0.494 -0.966 -2.627  1.862
H 0.020 -1.625 0.528  0.534

Cartesian forces, eV/Å:
0.1 -2.6 -1.0
0.6 -2.5 -1.3
-0.3 0.8 -1.0
-0.2 3.6 2.0
-1.6 -0.9 0.5
0.8 -0.5 -2.6
0.6 2.2 3.5

Summary:
Molar mass = 185.44 Da
Relative energy (zero: lowest compared OMol25 entry of this formula, charge and spin) = 1.114 eV
Kohn-Sham gap (alpha / beta) = 5.1 / 8.5 eV
HOMO level (alpha / beta) = -18.5 / -21.9 eV
DFT total energy = -469.3582 Eh
Charge = +2
Multiplicity = 2

=====

ORCA calculation (ωB97M-V with the def2-TZVPD basis set) on the ion C5H6N with charge +1.

Last column: natural (NBO) charge in e.
Element x y z (Å)
C -3.785 0.580 -0.151  0.409
N -2.825 -0.029 0.029  -0.162
C -1.813 -0.839 0.272  -0.236
C -0.525 -0.583 -0.160  0.205
C 0.721 -0.359 -0.581  -0.165
C 1.802 0.297 0.194  -0.641
H -4.663 1.142 -0.328  0.296
H -2.058 -1.736 0.825  0.276
H 0.969 -0.713 -1.572  0.270
H 2.681 -0.343 0.181  0.256
H 1.504 0.491 1.219  0.236
H 2.072 1.235 -0.291  0.254

Cartesian forces, eV/Å:
1.9 -1.1 0.3
-3.3 2.4 -0.8
5.1 -1.3 -0.4
-0.8 0.2 0.1
-2.5 -0.6 0.8
0.1 0.2 0.3
-0.5 0.4 -0.1
0.0 0.0 0.0
-0.1 -0.1 -0.2
0.1 0.0 0.0
0.1 0.0 0.0
0.0 0.0 0.0

Summary:
SMILES string = C#[N+]C=C=CC
Molar mass = 80.11 Da
Relative energy (zero: lowest compared OMol25 entry of this formula, charge and spin) = 3.387 eV
Kohn-Sham gap = 9.6 eV
HOMO level = -14.7 eV
DFT total energy = -248.4912 Eh
Charge = +1

=====

- Which formula does entry 6 have?
  C2HCdO3

=====

What did the seventh record say?
ORCA calculation (ωB97M-V with the def2-TZVPD basis set) on the ion C5H6N with charge +1.

Last column: natural (NBO) charge in e.
Element x y z (Å)
C -3.785 0.580 -0.151  0.409
N -2.825 -0.029 0.029  -0.162
C -1.813 -0.839 0.272  -0.236
C -0.525 -0.583 -0.160  0.205
C 0.721 -0.359 -0.581  -0.165
C 1.802 0.297 0.194  -0.641
H -4.663 1.142 -0.328  0.296
H -2.058 -1.736 0.825  0.276
H 0.969 -0.713 -1.572  0.270
H 2.681 -0.343 0.181  0.256
H 1.504 0.491 1.219  0.236
H 2.072 1.235 -0.291  0.254

Cartesian forces, eV/Å:
1.9 -1.1 0.3
-3.3 2.4 -0.8
5.1 -1.3 -0.4
-0.8 0.2 0.1
-2.5 -0.6 0.8
0.1 0.2 0.3
-0.5 0.4 -0.1
0.0 0.0 0.0
-0.1 -0.1 -0.2
0.1 0.0 0.0
0.1 0.0 0.0
0.0 0.0 0.0

Summary:
SMILES string = C#[N+]C=C=CC
Molar mass = 80.11 Da
Relative energy (zero: lowest compared OMol25 entry of this formula, charge and spin) = 3.387 eV
Kohn-Sham gap = 9.6 eV
HOMO level = -14.7 eV
DFT total energy = -248.4912 Eh
Charge = +1

=====

- Which formula does entry 7 have?
  C5H6N